1.
The following is a DFT calculation (ωB97M-V/def2-TZVPD) of a cluster of 2 separate species, C22H28NO4S in total in a non-equilibrium geometry.

The geometry in XYZ format:
```
56
Properties=species:S:1:pos:R:3
C -4.02 -1.29 2.73
C -2.81 -0.35 2.74
C -2.89 0.53 1.49
C -2.91 0.53 3.98
C -1.49 -1.14 2.74
C -0.23 -0.39 2.75
O -0.23 0.87 2.76
C 1.04 -1.14 2.74
C 2.36 -0.34 2.74
C 3.57 -1.28 2.73
C 2.45 0.54 3.98
C 2.43 0.54 1.49
C 0.99 -2.52 2.74
C -0.22 -3.21 2.74
C -1.44 -2.52 2.74
H -4.02 -1.93 3.63
H -4.94 -0.71 2.73
H -4.02 -1.93 1.84
H -2.08 1.26 1.49
H -2.81 -0.09 0.59
H -3.85 1.06 1.47
H -2.09 1.26 3.98
H -3.87 1.06 4.00
H -2.83 -0.09 4.88
H 3.57 -1.91 1.84
H 4.49 -0.69 2.73
H 3.57 -1.91 3.63
H 1.63 1.27 3.98
H 2.38 -0.08 4.88
H 3.41 1.08 4.00
H 1.61 1.27 1.48
H 3.39 1.08 1.47
H 2.35 -0.08 0.59
H 1.93 -3.09 2.73
H -0.22 -4.30 2.73
H -2.37 -3.10 2.73
C -0.27 10.86 -0.67
C -0.25 9.39 -1.00
C -1.45 8.69 -1.16
C -1.46 7.34 -1.50
C -0.25 6.67 -1.67
S -0.25 4.96 -2.19
N -0.25 4.03 -0.57
C -0.25 2.81 -0.51
O -0.24 1.63 -0.46
O -1.50 4.65 -2.82
O 1.01 4.65 -2.81
C 0.97 7.34 -1.50
C 0.96 8.70 -1.16
H 0.75 11.25 -0.59
H -0.79 11.43 -1.45
H -0.79 11.05 0.27
H -2.39 9.23 -1.03
H -2.40 6.81 -1.61
H 1.91 6.81 -1.61
H 1.89 9.24 -1.03
```

Values from the calculation:
**Charge**: -1
**HOMO level**: -2.66 eV
**HOMO-LUMO gap**: 4.303 eV
**DFT total energy**: -1609.04876 Eh
**LUMO energy**: 1.65 eV

2.
The following is a DFT calculation (ωB97M-V/def2-TZVPD) of a structure of composition C22H29AsN4RhS in a non-equilibrium geometry.

The geometry in XYZ format:
```
58
Properties=species:S:1:pos:R:3
Rh -0.04 0.36 -0.13
C 2.33 -0.38 1.78
C 1.49 -0.12 3.04
C 0.05 -0.55 2.99
C -0.49 -1.27 4.05
C -1.84 -1.58 4.05
C -2.63 -1.16 2.99
C -2.02 -0.47 1.96
N -0.72 -0.19 1.96
N 2.10 0.54 0.66
C 2.27 1.96 1.02
C 1.00 2.69 1.39
C 1.01 3.72 2.33
C -0.16 4.43 2.57
C -1.31 4.10 1.86
C -1.24 3.06 0.95
N -0.12 2.39 0.73
C 2.93 0.18 -0.50
C 2.38 0.73 -1.79
C 3.09 0.61 -2.98
C 2.53 1.11 -4.15
C 1.29 1.74 -4.10
C 0.64 1.82 -2.88
N 1.17 1.31 -1.77
H 2.14 -1.40 1.42
H 3.39 -0.33 2.07
H 1.51 0.94 3.30
H 1.98 -0.65 3.86
H 0.14 -1.57 4.87
H -2.28 -2.12 4.88
H -3.69 -1.36 2.97
H -2.59 -0.10 1.11
H 2.68 2.49 0.14
H 3.01 2.06 1.82
H 1.91 3.97 2.86
H -0.18 5.23 3.29
H -2.24 4.63 2.01
H -2.11 2.77 0.37
H 2.98 -0.91 -0.58
H 3.96 0.53 -0.36
H 4.06 0.14 -2.98
H 3.06 1.03 -5.09
H 0.85 2.17 -4.98
H -0.31 2.33 -2.78
C -3.81 -2.33 -1.91
As -1.98 -2.92 -2.25
C -1.64 -2.90 -4.16
C -1.72 -4.69 -1.47
S -0.55 -1.57 -1.25
H -4.46 -3.03 -2.43
H -3.97 -1.33 -2.31
H -4.04 -2.35 -0.84
H -2.29 -3.65 -4.63
H -0.60 -3.14 -4.38
H -1.89 -1.91 -4.57
H -2.36 -5.38 -2.01
H -2.00 -4.69 -0.41
H -0.68 -5.01 -1.57
```

Values from the calculation:
**Charge**: +3
**HOMO level (spin up / spin down)**: -17.62 / -17.80 eV
**HOMO-LUMO gap (spin up / spin down)**: 6.038 / 6.537 eV
**DFT total energy**: -3818.30938 Eh
**Relative energy (zero: lowest compared OMol25 entry of this formula, charge and spin)**: 0.980 eV
**LUMO energy (spin up / spin down)**: -11.58 / -11.26 eV

3.
The following is a DFT calculation (ωB97M-V/def2-TZVPD) of a cluster of 8 separate species, C22H29Br3O21 in total in a non-equilibrium geometry.

The geometry in XYZ format:
```
75
Properties=species:S:1:pos:R:3
Br -2.13 -2.65 -0.42
C -1.72 -1.06 0.73
Br -0.12 -1.43 1.90
Br -3.20 -0.37 1.85
H -1.47 -0.19 0.12
O -5.67 0.43 -2.85
C -5.32 1.57 -2.48
O -6.16 2.53 -2.04
C -5.47 3.68 -1.60
C -4.17 3.48 -2.27
O -4.10 2.08 -2.56
H -5.92 4.58 -2.02
H -5.39 3.72 -0.51
H -3.39 3.85 -1.60
H -4.05 4.06 -3.18
O -5.06 -4.65 -8.22
C -4.15 -4.04 -7.65
O -4.34 -2.78 -7.11
C -3.15 -2.46 -6.43
C -2.21 -3.48 -7.03
O -2.98 -4.56 -7.39
H -2.78 -1.49 -6.77
H -3.14 -2.56 -5.35
H -1.47 -3.70 -6.26
H -1.66 -3.04 -7.87
O 0.77 -0.07 -3.79
C 1.83 -0.65 -3.92
O 2.56 -1.11 -2.91
C 3.22 -2.27 -3.29
C 3.38 -2.03 -4.77
O 2.31 -1.11 -5.07
H 4.21 -2.36 -2.84
H 2.65 -3.18 -3.09
H 3.42 -2.96 -5.34
H 4.34 -1.53 -4.89
O 0.77 1.65 6.89
C 1.09 2.52 6.05
O 1.25 3.82 6.25
C 1.75 4.42 5.04
C 1.60 3.33 4.01
O 1.15 2.22 4.80
H 1.18 5.28 4.70
H 2.80 4.65 5.21
H 2.60 3.12 3.64
H 0.91 3.50 3.19
O 6.10 1.14 6.28
C 5.92 0.15 5.58
O 6.38 0.06 4.32
C 6.09 -1.16 3.66
C 5.19 -1.77 4.77
O 5.34 -0.91 5.92
H 5.64 -1.04 2.68
H 6.96 -1.82 3.63
H 5.53 -2.78 4.97
H 4.16 -1.77 4.42
O -5.83 -5.44 4.18
C -4.64 -5.29 4.65
O -4.27 -4.42 5.62
C -2.90 -4.67 5.89
C -2.42 -5.53 4.73
O -3.63 -5.99 4.21
H -2.35 -3.73 5.95
H -2.79 -5.13 6.87
H -1.82 -6.28 5.25
H -1.81 -5.09 3.95
O 1.92 7.74 -1.02
C 1.99 6.56 -1.46
O 1.69 5.46 -0.85
C 2.02 4.37 -1.60
C 2.12 5.00 -2.96
O 2.34 6.32 -2.70
H 3.04 4.08 -1.33
H 1.26 3.62 -1.39
H 1.22 4.84 -3.56
H 3.00 4.68 -3.51
```

Values from the calculation:
**SMILES string**: BrC(Br)Br.O=C1OCCO1.O=C1OCCO1.O=C1OCCO1.O=C1OCCO1.O=C1OCCO1.O=C1OCCO1.O=C1OCCO1
**HOMO level**: -10.54 eV
**HOMO-LUMO gap**: 9.675 eV
**DFT total energy**: -10157.69582 Eh
**Relative energy (zero: lowest compared OMol25 entry of this formula, charge and spin)**: 4.121 eV
**LUMO energy**: -0.87 eV

4.
The following is a DFT calculation (ωB97M-V/def2-TZVPD) of a cluster of 7 separate species, C22H29F6O19S in total.

The geometry in XYZ format:
```
77
Properties=species:S:1:pos:R:3
C -1.83 1.91 0.38
S -0.10 1.73 0.83
C 0.88 2.91 -0.16
C 0.13 3.91 -1.08
C 0.04 5.30 -0.44
O 0.85 3.99 -2.30
H -1.95 1.99 -0.69
H -2.22 2.77 0.92
H -2.32 1.00 0.72
H 0.17 0.59 0.18
H 1.46 3.43 0.60
H 1.56 2.30 -0.75
H -0.87 3.55 -1.30
H -0.99 5.65 -0.40
H 0.44 5.32 0.57
H 0.61 6.00 -1.05
H 0.46 3.38 -2.94
C -3.84 -2.65 0.54
C -5.04 -2.05 -0.18
O -4.44 -0.99 -0.93
C -3.14 -1.28 -1.12
O -2.42 -0.70 -1.88
O -2.76 -2.30 -0.34
F -5.94 -1.53 0.67
H -3.69 -2.15 1.50
H -3.87 -3.72 0.66
H -5.54 -2.72 -0.87
C 2.04 7.73 4.30
C 2.10 7.72 2.78
O 1.24 6.63 2.46
C 0.38 6.43 3.50
O -0.55 5.69 3.45
O 0.75 7.16 4.56
F 3.33 7.44 2.31
H 2.81 7.08 4.72
H 2.09 8.72 4.74
H 1.72 8.62 2.29
C -0.94 -4.75 -3.40
C -0.02 -4.79 -2.19
O -0.94 -4.68 -1.11
C -2.15 -5.10 -1.53
O -3.08 -5.30 -0.81
O -2.17 -5.26 -2.86
F 0.83 -3.73 -2.16
H -1.10 -3.71 -3.71
H -0.61 -5.36 -4.23
H 0.55 -5.71 -2.09
C 1.40 -10.26 -0.98
C 1.12 -8.99 -0.19
O 1.38 -7.98 -1.14
C 1.23 -8.50 -2.39
O 1.17 -7.84 -3.38
O 1.13 -9.84 -2.32
F 1.96 -8.84 0.86
H 2.45 -10.53 -0.89
H 0.76 -11.10 -0.73
H 0.09 -8.89 0.17
C 0.63 2.98 4.85
C 0.19 2.34 6.16
O 1.27 2.63 7.02
C 1.94 3.72 6.55
O 2.76 4.32 7.14
O 1.50 4.02 5.30
F 0.04 1.00 6.04
H 1.21 2.25 4.27
H -0.17 3.41 4.26
H -0.73 2.76 6.59
C 1.40 0.25 -3.98
C 0.83 0.38 -5.39
O 1.98 0.60 -6.16
C 3.07 0.11 -5.50
O 4.15 -0.01 -5.96
O 2.72 -0.22 -4.22
F 0.00 1.45 -5.48
H 1.45 1.24 -3.52
H 0.86 -0.44 -3.35
H 0.31 -0.50 -5.76
```

Values from the calculation:
**Charge**: +1
**HOMO level**: -13.49 eV
**HOMO-LUMO gap**: 10.127 eV
**DFT total energy**: -3282.46545 Eh
**LUMO energy**: -3.37 eV

5.
The following is a DFT calculation (ωB97M-V/def2-TZVPD) of a cluster of 7 separate species, C22H29F9IN8S in total in a non-equilibrium geometry.

The geometry in XYZ format:
```
70
Properties=species:S:1:pos:R:3
F 0.86 -0.49 1.42
C 0.67 0.88 1.11
F 1.96 1.49 1.32
C 0.37 1.13 -0.46
C 1.67 0.97 -1.38
C 2.26 -0.52 -1.46
C 1.24 -1.63 -2.03
C 0.98 -2.68 -0.84
C -0.44 -2.95 -0.22
C -0.44 -3.98 0.96
N 0.69 -4.64 1.47
N 1.84 -4.39 0.87
C 2.16 -3.52 -0.21
I 4.22 -3.39 -0.91
C -0.32 1.65 2.09
F 0.39 1.85 3.32
F -0.64 2.97 1.66
S -1.92 0.79 2.54
F -1.17 -0.38 3.44
F -2.07 1.81 3.89
F -2.78 1.98 1.69
F -1.97 -0.13 1.16
F -3.37 0.12 2.98
H -0.02 2.20 -0.64
H -0.44 0.42 -0.82
H 1.35 1.27 -2.46
H 2.54 1.65 -1.10
H 2.62 -0.85 -0.43
H 3.17 -0.52 -2.17
H 0.22 -1.13 -2.21
H 1.58 -2.14 -2.99
H -1.38 -2.44 -0.61
H -1.45 -4.20 1.44
H 2.66 -4.90 1.26
C 5.41 3.30 -2.20
C 4.26 2.60 -2.86
N 3.36 2.05 -3.38
H 5.04 3.96 -1.42
H 6.09 2.57 -1.76
H 5.95 3.89 -2.94
C 2.02 4.13 4.75
C 3.41 4.66 4.61
N 4.51 5.08 4.50
H 1.32 4.79 4.24
H 1.95 3.14 4.31
H 1.75 4.07 5.80
C -0.41 -1.27 -5.66
C -0.07 -0.19 -4.68
N 0.20 0.66 -3.92
H -0.47 -0.85 -6.67
H 0.36 -2.04 -5.64
H -1.37 -1.71 -5.40
C -4.24 -2.86 -2.54
C -2.85 -2.34 -2.68
N -1.75 -1.93 -2.79
H -4.94 -2.20 -3.06
H -4.31 -3.86 -2.97
H -4.52 -2.90 -1.49
C -1.48 5.78 2.88
C -1.71 7.17 2.39
N -1.90 8.27 2.01
H -1.14 5.15 2.06
H -0.72 5.78 3.67
H -2.41 5.37 3.29
C -4.45 -6.15 1.48
C -4.29 -5.98 0.01
N -4.16 -5.86 -1.16
H -4.51 -5.17 1.96
H -5.37 -6.70 1.69
H -3.61 -6.70 1.89
```

Values from the calculation:
**Charge**: +1
**HOMO level**: -13.00 eV
**HOMO-LUMO gap**: 8.320 eV
**DFT total energy**: -2887.85395 Eh
**Relative energy (zero: lowest compared OMol25 entry of this formula, charge and spin)**: 4.121 eV
**LUMO energy**: -4.68 eV

6.
The following is a DFT calculation (ωB97M-V/def2-TZVPD) of the molecule C22H29FN4O2 in a non-equilibrium geometry.

The geometry in XYZ format:
```
58
Properties=species:S:1:pos:R:3
C 4.66 0.96 -2.80
C 4.96 1.21 -1.32
C 5.20 -0.09 -0.62
N 6.38 -0.47 -0.24
O 6.25 -1.70 0.32
C 4.96 -2.08 0.28
C 4.58 -3.40 0.83
C 4.23 -1.08 -0.31
C 2.77 -1.05 -0.62
O 2.33 -1.42 -1.69
N 1.99 -0.58 0.38
C 2.50 -0.10 1.64
C 1.48 0.84 2.30
C 0.91 1.80 1.26
C 0.20 1.06 0.11
N -1.23 1.34 0.12
C -1.91 1.03 -1.13
C -3.28 1.72 -1.13
N -4.08 1.26 0.00
C -4.91 0.16 -0.13
C -5.04 -0.81 0.87
C -5.93 -1.86 0.74
C -6.71 -1.95 -0.40
F -7.58 -2.98 -0.54
C -6.61 -1.01 -1.41
C -5.72 0.04 -1.27
C -3.36 1.52 1.23
C -1.99 0.82 1.23
C 0.57 -0.44 0.15
H 5.51 0.50 -3.28
H 3.80 0.30 -2.91
H 4.45 1.90 -3.30
H 4.11 1.71 -0.86
H 5.84 1.83 -1.21
H 5.27 -4.16 0.48
H 4.61 -3.38 1.92
H 3.57 -3.65 0.50
H 3.43 0.45 1.47
H 2.71 -0.94 2.31
H 0.68 0.27 2.76
H 1.98 1.40 3.09
H 1.74 2.39 0.85
H 0.21 2.50 1.72
H 0.57 1.46 -0.84
H -2.05 -0.05 -1.26
H -1.31 1.41 -1.96
H -3.14 2.80 -1.03
H -3.79 1.51 -2.07
H -4.44 -0.77 1.76
H -6.03 -2.60 1.51
H -7.23 -1.10 -2.29
H -5.68 0.78 -2.05
H -3.19 2.60 1.28
H -3.96 1.22 2.08
H -2.15 -0.27 1.16
H -1.48 1.04 2.17
H 0.34 -0.92 -0.80
H 0.02 -0.96 0.95
```

Values from the calculation:
**SMILES string**: CCc1noc(C)c1C(=O)N1CCC[C@H](N2CCN(c3ccc(F)cc3)CC2)C1
**HOMO level**: -7.66 eV
**HOMO-LUMO gap**: 8.206 eV
**DFT total energy**: -1325.06232 Eh
**Relative energy (zero: lowest compared OMol25 entry of this formula, charge and spin)**: 2.378 eV
**LUMO energy**: 0.55 eV

7.
The following is a DFT calculation (ωB97M-V/def2-TZVPD) of a structure of composition C22H29IrN2O2Sb in a non-equilibrium geometry.

The geometry in XYZ format:
```
57
Properties=species:S:1:pos:R:3
Ir 0.86 -0.27 0.85
O -0.70 0.59 1.93
C -1.01 0.62 3.19
C -1.89 1.63 3.65
C -2.24 1.71 4.98
C -1.76 0.78 5.91
C -0.94 -0.23 5.48
C -0.55 -0.33 4.13
C 0.33 -1.38 3.76
N 0.81 -1.61 2.59
C 1.76 -2.71 2.42
C 1.75 -3.14 0.97
N 1.98 -1.97 0.14
C 2.42 -2.10 -1.05
C 2.73 -1.06 -1.97
C 3.28 -1.40 -3.23
C 3.67 -0.44 -4.12
C 3.52 0.92 -3.78
C 2.96 1.28 -2.57
C 2.54 0.31 -1.64
O 2.02 0.72 -0.52
H -2.25 2.34 2.92
H -2.89 2.51 5.31
H -2.04 0.86 6.95
H -0.58 -0.96 6.19
H 0.63 -2.05 4.57
H 1.50 -3.55 3.06
H 2.76 -2.36 2.68
H 0.79 -3.59 0.72
H 2.54 -3.88 0.81
H 2.63 -3.11 -1.41
H 3.40 -2.45 -3.47
H 4.09 -0.72 -5.07
H 3.84 1.68 -4.47
H 2.83 2.32 -2.30
C -0.19 0.77 -3.99
C -1.34 0.14 -3.21
Sb -1.13 0.18 -1.04
C -1.54 2.27 -0.70
C -0.26 3.11 -0.63
C -3.00 -0.77 -0.50
C -4.20 -0.03 -1.07
H -0.44 0.78 -5.05
H 0.74 0.20 -3.87
H -0.01 1.79 -3.68
H -1.50 -0.90 -3.50
H -2.27 0.69 -3.37
H -2.09 2.33 0.24
H -2.19 2.60 -1.51
H 0.41 2.75 0.15
H -0.51 4.15 -0.41
H 0.28 3.09 -1.57
H -3.02 -0.81 0.59
H -2.95 -1.79 -0.88
H -4.24 1.00 -0.72
H -5.12 -0.52 -0.74
H -4.20 -0.03 -2.16
```

Values from the calculation:
**Charge**: +1
**HOMO level (spin up / spin down)**: -10.52 / -10.50 eV
**HOMO-LUMO gap (spin up / spin down)**: 6.125 / 6.132 eV
**DFT total energy**: -1460.01981 Eh
**Relative energy (zero: lowest compared OMol25 entry of this formula, charge and spin)**: 0.530 eV
**LUMO energy (spin up / spin down)**: -4.39 / -4.37 eV